<1>
Density functional theory data (wB97M-V/def2-TZVPD) for an isolated ion of composition C3H7N4O3 and charge +1.

Calculated values
net charge: +1
HOMO-LUMO gap (spin up / spin down): 6.45 / 7.86 eV
molecular weight: 147.1 g/mol
E_HOMO (spin up / spin down): -12.4 / -13.2 eV
structure (SMILES): NC(=[NH2+])/C(O)=C(/N)[N+](=O)[O-]

```
17
Properties=species:S:1:pos:R:3:lowdin_charge:R:1
N -0.34936 -1.95053 -0.05258 0.2226
C -0.78572 -0.70590 -0.09755 -0.3389
N -2.09370 -0.43390 -0.18559 0.2113
C 0.05928 0.42627 -0.12285 -0.0599
O -0.48285 1.65164 -0.10801 0.0612
C 1.84587 0.52042 -0.01090 -0.0458
N 2.37430 1.72665 0.06013 0.1958
N 2.73417 -0.57771 -0.09323 -0.3523
O 2.29077 -1.70331 -0.24615 0.0729
O 3.90644 -0.29382 0.02256 0.1265
H 0.65262 -2.14469 -0.09809 0.0818
H -0.99456 -2.72387 -0.05532 0.1435
H -2.40764 0.52223 -0.12154 0.1284
H -2.78382 -1.16594 -0.17909 0.1396
H -0.04990 2.27373 -0.71304 0.1382
H 1.85430 2.53528 0.36301 0.1338
H 3.39059 1.77009 0.03474 0.1412
```

<2>
Density functional theory data (wB97M-V/def2-TZVPD) for an isolated ion of composition C3H7N4O3 and charge +1.

Calculated values
net charge: +1
HOMO-LUMO gap (spin up / spin down): 7.56 / 7.57 eV
molecular weight: 147.1 g/mol
E_HOMO (spin up / spin down): -13.6 / -13.6 eV
structure (SMILES): CCN(O)/[NH+]=N\[N+]([O-])=C=O

```
17
Properties=species:S:1:pos:R:3:lowdin_charge:R:1
C 1.49379 -1.06058 1.34641 -0.0733
C 0.02456 -1.15599 0.98128 -0.1447
N -0.24674 -0.13954 -0.05855 -0.2105
O 0.52335 -0.20021 -1.18662 0.0575
N -0.51793 1.09652 0.37584 0.0264
N -1.08435 2.00911 -0.30728 0.2307
N -1.33219 1.71147 -1.53863 -0.2353
O -1.76046 2.45945 -2.43576 0.0750
C -1.17868 0.55744 -2.08669 -0.1185
O -1.46088 -0.26453 -2.80863 0.3908
H 1.50104 -1.65613 2.30900 0.1199
H 2.17680 -1.68541 0.79180 0.0817
H 1.77696 -0.01851 1.37894 0.0796
H -0.51181 -0.87561 1.91540 0.1358
H -0.30014 -2.17963 0.73767 0.1466
H 1.42053 0.13500 -0.89007 0.1787
H -0.52385 1.26715 1.47589 0.2594
```

Which of them is least stable? Easy: <2>.

<1>
Density functional theory data (wB97M-V/def2-TZVPD) for C6H11NS as an isolated structure.

Calculated values
net charge: 0
HOMO-LUMO gap (spin up / spin down): 7.64 / 7.64 eV
molecular weight: 129.2 g/mol
E_HOMO (spin up / spin down): -7.0 / -7.0 eV

```
19
Properties=species:S:1:pos:R:3:lowdin_charge:R:1
C 1.20869 -2.26488 0.77710 -0.0333
C 1.73988 1.08100 -0.52450 -0.3205
C 0.32379 1.32513 -0.11295 -0.2979
C -1.23127 -0.75367 1.23159 -0.3531
C 1.42856 -1.02967 0.34697 -0.3534
C -2.01192 0.56324 -1.30110 -0.2513
N 2.10895 -0.21427 -0.23493 0.0491
S -0.65802 -0.31204 -0.31572 0.9200
H 0.49384 -2.87740 0.33303 0.0455
H 1.35358 -2.37500 1.81782 0.0620
H 1.96216 1.19997 -1.61403 0.1307
H 2.41221 1.81452 -0.04375 0.1273
H -0.17765 2.22304 -0.56693 0.0972
H 0.33367 1.27341 1.04396 0.1148
H -0.62385 -1.59371 1.58265 -0.0385
H -1.72087 -0.07740 1.83422 -0.0374
H -2.58430 1.14810 -0.49128 0.0770
H -1.60382 1.08247 -2.09302 -0.0002
H -2.75362 -0.21286 -1.66912 0.0619
```

<2>
Density functional theory data (wB97M-V/def2-TZVPD) for one molecule with the formula C6H11NS.

Calculated values
net charge: 0
HOMO-LUMO gap (spin up / spin down): 6.80 / 6.85 eV
molecular weight: 129.2 g/mol
E_HOMO (spin up / spin down): -7.0 / -7.0 eV

```
19
Properties=species:S:1:pos:R:3:lowdin_charge:R:1
C -1.95961 0.01829 1.30631 0.0435
C -0.72729 -0.35938 0.85951 -0.2896
C 1.45097 -1.04932 -1.63454 0.0176
C -0.34290 0.19695 -0.47789 -0.3403
C 0.15416 -1.20454 1.69368 -0.0686
C -0.94559 1.41891 -0.92561 -0.1069
N 0.89584 -0.06396 -0.95824 -0.2259
S 2.00960 1.75794 -1.22853 0.5624
H -2.33735 -0.52449 2.10655 0.0408
H -2.66705 0.39751 0.59208 0.0543
H 2.51923 -1.16852 -1.64131 0.0670
H 0.84332 -1.91009 -1.93194 0.0928
H -0.28652 -2.21382 1.88884 0.0949
H 1.11519 -1.40499 1.22044 0.0589
H 0.36955 -0.79273 2.69807 0.0938
H 0.04421 1.98826 -1.10244 -0.0354
H -1.61785 1.95382 -0.16964 0.1012
H -1.51187 1.44175 -1.88259 0.0981
H 2.99396 1.51842 -0.41277 -0.2587
```

Which of them is least stable? Easy: <1>.

<1>
Density functional theory data (wB97M-V/def2-TZVPD) for one molecule with the formula C6H11NS.

Calculated values
net charge: 0
HOMO-LUMO gap: 9.14 eV
molecular weight: 129.2 g/mol
E_HOMO: -8.5 eV
structure (SMILES): C#C[C@@H](N)[C@@H](C)CS

```
19
Properties=species:S:1:pos:R:3:lowdin_charge:R:1
C -0.50412 3.23991 0.29555 0.1333
C -0.50311 1.96670 -0.00768 -0.0904
C -0.91029 0.54548 0.23308 -0.4651
N -1.72454 -0.03483 -0.84703 -0.0563
C 0.35846 -0.46407 0.64005 -0.3613
C -0.09567 -1.92825 0.35699 -0.1313
C 1.28039 -0.18946 -0.60198 -0.6119
S 2.72559 0.80787 -0.19051 0.6528
H -0.26895 4.24363 0.09335 -0.0018
H -1.56405 0.66983 1.12169 0.1293
H -2.71620 0.57109 -1.07547 0.1726
H -1.83615 -1.17177 -0.71946 0.1127
H 0.55733 -0.21278 1.73689 0.1530
H -1.08404 -2.20172 0.74707 0.0649
H -0.10813 -2.18218 -0.85666 0.1404
H 0.79945 -2.35155 0.87366 0.0889
H 1.76039 -1.18374 -0.79110 0.0519
H 0.38574 0.24302 -1.22834 0.1003
H 3.44788 -0.36718 0.21988 -0.0820
```

<2>
Density functional theory data (wB97M-V/def2-TZVPD) for C6H11NS as an isolated structure.

Calculated values
net charge: 0
HOMO-LUMO gap: 9.22 eV
molecular weight: 129.2 g/mol
E_HOMO: -8.7 eV

```
19
Properties=species:S:1:pos:R:3:lowdin_charge:R:1
C 1.21611 -2.01376 -0.58485 -0.1359
C 0.47992 -0.74566 -0.64498 -0.4688
C -0.72537 -0.79502 0.26104 -0.5344
C 1.37358 0.46070 -0.15082 -0.3892
C 0.67989 1.76577 -0.08280 -0.1362
C 0.23797 2.84185 -0.43645 0.0964
H 1.90647 -2.24340 -1.45646 0.0880
H 1.92114 -2.13354 0.36032 0.1040
H 0.29613 -2.76263 -0.67145 0.1182
H 0.06066 -0.63926 -1.74834 0.1756
H -0.84278 -1.83991 0.59795 0.0560
H -0.50678 -0.08228 1.16192 0.0594
H -3.48064 -1.44559 0.01019 -0.0182
H 2.17121 0.47868 -0.97006 0.1479
H 1.91289 0.65968 2.11009 0.2229
H 2.98305 -0.58493 0.71543 0.0771
H -0.24151 3.83492 -0.88906 0.0982
N 2.08993 -0.14139 1.09882 -0.0670
S -2.52386 -0.08346 0.18256 0.5059
```

<3>
Density functional theory data (wB97M-V/def2-TZVPD) for one molecule with the formula C6H11NS.

Calculated values
net charge: 0
HOMO-LUMO gap: 9.49 eV
molecular weight: 129.2 g/mol
E_HOMO: -8.5 eV
structure (SMILES): C[C@@H]1C[C@@H]2[C@@H](S)[C@H]2N1

```
19
Properties=species:S:1:pos:R:3:lowdin_charge:R:1
C -0.12481 1.85382 -1.74341 -0.0669
C 0.03626 0.26483 -1.23283 -0.2450
C -1.26300 0.01208 -0.17953 -0.0921
C -0.55704 -0.95947 0.71730 -0.2916
C 0.17177 -1.01888 2.05019 -0.4253
S 0.87283 -2.69060 2.59144 0.6862
C 0.65341 -0.21191 0.81661 -0.4338
N 1.22546 -0.19864 -0.41587 -0.0122
H 0.51529 2.28589 -2.53480 0.0442
H -1.28239 2.01812 -2.03467 0.1028
H -0.04048 2.42378 -0.73562 0.0715
H -0.10124 -0.35292 -2.12971 0.1099
H -2.13256 -0.29562 -0.71831 0.0890
H -1.58612 0.88387 0.35648 0.0961
H -0.33702 -1.87010 0.33311 0.0875
H -0.01629 -0.40614 3.00602 0.1118
H 1.43774 -2.96169 1.42109 -0.1612
H 0.35030 0.90798 1.03335 0.1592
H 2.17788 0.31561 -0.60085 0.1698
```

Which of them is least stable? Easy: <2>.

<1>
Density functional theory data (wB97M-V/def2-TZVPD) for C37H37Cl2F4N6O4SV as an isolated structure.

Calculated values
expectation value of S²: 3.81
net charge: -1
HOMO-LUMO gap (spin up / spin down): 5.67 / 7.24 eV
molecular weight: 859.7 g/mol
E_HOMO (spin up / spin down): -3.3 / -4.9 eV
spin multiplicity: 4

```
92
Properties=species:S:1:pos:R:3:lowdin_spin:R:1
V 0.32651 0.71873 -0.10049 2.1226
C -1.45403 -2.70271 -3.26436 0.0009
C -1.38179 -1.43940 -2.40183 0.0023
N -1.02417 -1.62079 -0.99993 0.0236
C -2.11667 -1.92673 -0.07615 0.0024
C -2.79738 -3.28872 -0.23047 0.0002
C 0.17567 -2.42098 -0.76714 0.0026
C 1.48183 -1.78886 -1.27645 0.0017
N 1.36157 -0.33064 -1.33721 -0.0102
C 2.24201 0.36485 -2.15562 0.0041
C 1.75773 1.49461 -2.82698 -0.0015
F 0.45955 1.78074 -2.67607 0.0031
C 2.51888 2.26602 -3.66237 0.0003
F 1.95821 3.30371 -4.29211 0.0004
C 3.84239 1.95834 -3.88813 -0.0035
C 4.33754 0.84464 -3.25441 0.0005
F 5.62362 0.50448 -3.42739 0.0005
C 3.56640 0.06238 -2.42400 -0.0023
F 4.14615 -0.97197 -1.81170 -0.0008
H -1.81323 -2.43202 -4.26273 0.0001
H -2.12924 -3.45478 -2.85262 0.0000
H -0.46695 -3.16037 -3.38268 0.0000
H -2.34453 -0.91869 -2.42837 0.0000
H -0.64868 -0.76782 -2.84928 0.0007
H -2.85827 -1.14081 -0.16796 0.0002
H -1.71392 -1.84556 0.93220 0.0008
H -3.42477 -3.32996 -1.12528 0.0000
H -3.44225 -3.47521 0.63640 0.0001
H -2.06192 -4.09964 -0.28383 0.0000
H 0.10469 -3.42160 -1.20743 0.0000
H 0.26359 -2.54385 0.31022 0.0010
H 1.74108 -2.15776 -2.27096 0.0001
H 2.25229 -2.11322 -0.58746 -0.0003
H 4.46342 2.56737 -4.53039 -0.0002
Cl 0.85798 -1.02718 7.72683 -0.0015
C 1.18341 -1.18105 6.00381 0.0159
C 2.06068 -2.17806 5.56440 0.0849
C 2.35194 -2.27294 4.22273 0.0452
Cl 3.47730 -3.49836 3.68800 0.0001
C 1.83054 -1.38701 3.21386 0.0641
O 2.21749 -1.43824 2.01786 0.0927
C 0.85113 -0.41594 3.72547 0.0049
C 0.16152 0.50604 2.91241 0.3189
O 0.24419 0.62205 1.56610 0.0153
C 0.58809 -0.33089 5.11374 0.0778
H 2.51050 -2.86352 6.27243 0.0054
H -0.51731 1.20330 3.38689 0.0146
H -0.10591 0.42517 5.47237 0.0028
C 3.66345 0.13306 3.62092 0.0053
N 3.58417 0.67807 2.27482 0.0018
C 2.99591 1.82578 1.91197 0.0109
S 3.08080 2.37732 0.30286 0.0406
N 2.36426 2.46755 2.91825 0.0058
C 1.45698 3.60319 2.75733 0.0025
H 3.91775 -0.92166 3.54730 -0.0001
H 2.70637 0.18494 4.14575 0.0009
H 4.42637 0.64158 4.21870 0.0011
H 3.93839 0.13784 1.50751 0.0003
H 2.27485 1.95624 3.77786 0.0013
H 1.20249 3.72326 1.71130 0.0000
H 1.91290 4.53328 3.10386 0.0001
H 0.55004 3.41510 3.33185 0.0011
O 0.00574 4.03980 -1.08736 0.0021
C -0.97885 3.52730 -0.59820 0.0035
N -2.17182 4.19852 -0.36046 0.0010
C -2.98802 3.48900 0.59898 0.0003
C -2.29933 2.10446 0.55524 0.0090
O -2.76152 1.14622 1.13582 0.0099
N -1.12048 2.19288 -0.15063 0.0115
C -2.83117 3.98768 2.04424 0.0000
C -1.91315 4.96769 2.39815 0.0001
C -1.78593 5.37198 3.72796 0.0000
C -2.56644 4.78651 4.71490 0.0001
C -3.47556 3.79066 4.36573 0.0000
C -3.60721 3.39771 3.04223 0.0001
C -4.44864 3.46348 0.16692 0.0000
C -5.01200 2.36211 -0.46730 0.0000
C -6.33647 2.39530 -0.89204 0.0000
C -7.10945 3.53171 -0.69278 0.0000
C -6.54949 4.63977 -0.06269 0.0000
C -5.22970 4.59941 0.36695 0.0000
H -2.18377 5.19830 -0.44227 0.0000
H -1.27113 5.41260 1.64510 0.0000
H -1.06507 6.14134 3.98582 0.0000
H -2.46440 5.09615 5.74977 0.0000
H -4.08240 3.31553 5.13032 0.0000
H -4.30504 2.61092 2.77296 0.0000
H -4.41851 1.46808 -0.61911 0.0000
H -6.76649 1.52380 -1.37581 0.0000
H -8.14257 3.55565 -1.02292 0.0000
H -7.14374 5.53261 0.10216 0.0000
H -4.80035 5.46175 0.87083 0.0000
```

<2>
Density functional theory data (wB97M-V/def2-TZVPD) for C37H37Cl2F4N6O4SV as an isolated structure.

Calculated values
expectation value of S²: 3.80
net charge: -1
HOMO-LUMO gap (spin up / spin down): 5.60 / 7.68 eV
molecular weight: 859.7 g/mol
E_HOMO (spin up / spin down): -3.1 / -5.2 eV
spin multiplicity: 4

```
92
Properties=species:S:1:pos:R:3:lowdin_spin:R:1
V 0.06803 0.27589 -0.34561 1.9951
C 2.87872 2.30608 0.66816 0.0029
C 3.17601 0.98258 -0.01511 0.0032
N 2.20414 -0.08993 0.30006 0.0014
C 2.20686 -0.38592 1.76238 0.0023
C 3.57251 -0.60735 2.40754 0.0002
C 2.56908 -1.29904 -0.46399 0.0035
C 1.38535 -2.27362 -0.60419 0.0055
N 0.19078 -1.68779 -0.01194 -0.0091
C -0.84685 -2.51795 0.29568 0.0030
C -1.62487 -2.24791 1.43402 -0.0018
F -1.24762 -1.22068 2.22823 0.0024
C -2.73926 -2.97423 1.77571 0.0003
F -3.44774 -2.61371 2.86294 0.0004
C -3.13375 -4.06719 1.03393 -0.0037
C -2.35380 -4.39280 -0.05739 0.0004
F -2.69776 -5.46232 -0.80309 0.0004
C -1.24831 -3.65623 -0.42807 -0.0030
F -0.56270 -4.05475 -1.51346 -0.0008
H 3.57322 3.05678 0.28892 0.0001
H 2.98381 2.25983 1.75372 0.0001
H 1.86787 2.64272 0.43929 0.0019
H 4.18259 0.63686 0.25344 -0.0003
H 3.14934 1.13572 -1.09045 0.0005
H 1.58499 -1.26930 1.89850 0.0003
H 1.69317 0.43176 2.25756 0.0000
H 4.16813 -1.36374 1.89396 0.0000
H 3.41412 -0.95650 3.42898 0.0001
H 4.16160 0.30842 2.46300 0.0000
H 3.43696 -1.78348 -0.00538 0.0003
H 2.87026 -0.96904 -1.45661 0.0002
H 1.60274 -3.24024 -0.13346 0.0007
H 1.23505 -2.47386 -1.66932 -0.0004
H -4.01178 -4.63899 1.29150 -0.0002
Cl -2.74747 6.47039 2.47142 -0.0099
C -1.93939 4.96656 2.08757 0.0017
C -1.24797 4.30686 3.09700 0.1548
C -0.63040 3.10004 2.76810 0.0140
Cl 0.20142 2.23753 4.03242 -0.0074
C -0.68630 2.53176 1.50000 0.0847
O -0.11462 1.37157 1.24973 0.0519
C -1.40515 3.23517 0.47876 0.0406
C -1.53431 2.70928 -0.81592 0.3005
O -0.99460 1.61117 -1.26119 0.1684
C -2.02167 4.46762 0.81274 0.1198
H -1.18671 4.70511 4.09798 0.0119
H -2.16599 3.23164 -1.53720 0.0137
H -2.57213 5.00652 0.05177 0.0047
C -3.54098 1.32457 3.45454 0.0006
N -3.24927 0.96230 2.08184 0.0003
C -4.12583 0.85025 1.07541 0.0019
S -3.80695 -0.07361 -0.28190 0.0131
N -5.32059 1.51308 1.20993 0.0008
C -5.38585 2.88206 1.72122 0.0010
H -2.86423 0.76674 4.09987 0.0000
H -4.56442 1.04445 3.70484 0.0000
H -3.39571 2.39039 3.64560 0.0011
H -2.35863 0.52281 1.90997 0.0005
H -5.88385 1.34718 0.39200 0.0001
H -5.62448 2.91453 2.78446 0.0001
H -6.17340 3.41042 1.18678 0.0000
H -4.44548 3.41165 1.55876 0.0009
O 2.11322 1.72111 -2.88768 0.0034
C 1.21157 0.96158 -3.20308 0.0029
N 0.61421 0.97128 -4.44512 0.0007
C -0.37168 -0.07552 -4.58063 0.0002
C -0.34053 -0.63751 -3.12820 0.0054
O -1.10652 -1.49429 -2.73948 0.0068
N 0.62358 -0.00415 -2.41342 0.0047
C -1.77184 0.44144 -4.85628 0.0000
C -2.07490 1.79330 -4.76208 -0.0002
C -3.37671 2.23617 -4.95789 0.0000
C -4.38827 1.33078 -5.23668 0.0000
C -4.09200 -0.02374 -5.31441 0.0001
C -2.79316 -0.46619 -5.12633 0.0000
C 0.07590 -1.11869 -5.59810 0.0002
C 0.66813 -2.31615 -5.21188 0.0001
C 1.12948 -3.21266 -6.16707 0.0000
C 1.00428 -2.92447 -7.51733 0.0000
C 0.40751 -1.73410 -7.91086 0.0000
C -0.05764 -0.84264 -6.95704 0.0001
H 1.07641 1.41424 -5.21935 0.0001
H -1.29168 2.49539 -4.50914 0.0000
H -3.60050 3.29274 -4.87619 0.0000
H -5.40503 1.67469 -5.37972 0.0000
H -4.87987 -0.74063 -5.50850 0.0000
H -2.56695 -1.52387 -5.16428 0.0000
H 0.74902 -2.56532 -4.16149 0.0000
H 1.58010 -4.14458 -5.84976 0.0000
H 1.36009 -3.62742 -8.26009 0.0000
H 0.29557 -1.50392 -8.96318 0.0000
H -0.54698 0.07403 -7.26671 0.0000
```

Which of them is least stable? Easy: <1>.

<1>
Density functional theory data (wB97M-V/def2-TZVPD) for a 2-piece molecular cluster, C2N2 overall.

Calculated values
net charge: 0
HOMO-LUMO gap (spin up / spin down): 8.94 / 8.94 eV
molecular weight: 52.0 g/mol
E_HOMO (spin up / spin down): -13.7 / -13.7 eV

```
4
Properties=species:S:1:pos:R:3:lowdin_charge:R:1
C 0.18557 1.07157 -0.84827 -0.0513
C -0.13908 -1.08602 0.83758 -0.0513
N 0.27671 2.00756 -1.48126 0.0513
N -0.32320 -1.99311 1.49194 0.0513
```

<2>
Density functional theory data (wB97M-V/def2-TZVPD) for one molecule with the formula C2N2.

Calculated values
net charge: 0
HOMO-LUMO gap: 12.65 eV
molecular weight: 52.0 g/mol
E_HOMO: -12.9 eV
structure (SMILES): N#CC#N

```
4
Properties=species:S:1:pos:R:3:lowdin_charge:R:1
N -1.83243 -0.05207 -0.00444 0.1969
C -0.69204 0.03276 0.00974 -0.2020
C 0.69101 0.08975 -0.00594 -0.1918
N 1.83346 -0.07044 0.00064 0.1969
```

Which of them is least stable? Easy: <1>.